# 1
# C67H67GeN6O2P3Ti

C67H67GeN6O2P3Ti as an isolated structure in a non-equilibrium geometry (wB97M-V/def2-TZVPD, the Open Molecules 2025 dataset).

Values from the calculation:
E ... -7022.7483 Eh
Energy above the lowest of the compared OMol25 structures with the same formula, charge and spin ... 0.0 kcal/mol
Max |F| ... 4.3 eV/Å
Kohn-Sham gap ... 2.62 eV
Highest occupied orbital energy ... 1.107 eV
Total charge ... -2

Each line ends with the Löwdin charge.
Atoms and positions in Å:
1 Ti -0.2622 -0.2312 0.6234  0.70
2 C 4.0870 1.6819 0.1375  -0.22
3 N 2.7678 2.1896 0.4564  -0.43
4 P 1.5977 2.2416 -0.8933  1.10
5 C 1.4117 4.0917 -1.0184  -0.33
6 C 0.1463 4.6574 -0.8692  -0.09
7 C -0.0516 6.0236 -1.0427  -0.08
8 C 1.0105 6.8488 -1.3733  -0.12
9 C 2.2805 6.3027 -1.4939  -0.11
10 C 2.4723 4.9394 -1.3114  -0.11
11 C 2.5797 2.0923 -2.4507  -0.34
12 C 1.6941 1.6977 -3.4621  -0.12
13 C 2.0885 1.5146 -4.7789  -0.09
14 C 3.4150 1.6972 -5.1330  -0.11
15 C 4.3063 2.1070 -4.1572  -0.10
16 C 3.8918 2.3108 -2.8420  -0.12
17 P 2.1023 1.5736 1.9752  1.07
18 C 3.6964 1.6082 2.9707  -0.35
19 C 4.4611 2.7709 3.1454  -0.09
20 C 5.6231 2.7769 3.8981  -0.09
21 C 6.0663 1.6108 4.5117  -0.12
22 C 5.3369 0.4482 4.3491  -0.10
23 C 4.1519 0.4517 3.6014  -0.11
24 C 1.4985 3.1404 2.7911  -0.34
25 C 0.8695 2.9452 4.0117  -0.11
26 C 0.3820 4.0071 4.7626  -0.09
27 C 0.5056 5.3000 4.2849  -0.11
28 C 1.1392 5.5194 3.0731  -0.09
29 C 1.6300 4.4476 2.3305  -0.09
30 H 4.1007 0.9916 -0.7417  0.07
31 H 4.5189 1.1263 1.0063  0.07
32 H 4.7696 2.5498 -0.0632  0.08
33 H -0.6858 4.0268 -0.5923  0.03
34 H -1.0507 6.4414 -0.9199  0.10
35 H 0.8569 7.9172 -1.5186  0.09
36 H 3.1294 6.9441 -1.7318  0.09
37 H 3.4795 4.5330 -1.3934  0.09
38 H 0.6496 1.5488 -3.1854  0.08
39 H 1.3612 1.2047 -5.5307  0.10
40 H 3.7535 1.5038 -6.1512  0.09
41 H 5.3534 2.2734 -4.4175  0.10
42 H 4.6413 2.6520 -2.1323  0.08
43 H 4.1289 3.6825 2.6444  0.11
44 H 6.2014 3.6976 4.0065  0.10
45 H 6.9760 1.6160 5.1182  0.09
46 H 5.6844 -0.4805 4.8217  0.10
47 H 3.5795 -0.4775 3.4934  0.09
48 H 0.7471 1.9274 4.3943  0.10
49 H -0.1258 3.8205 5.7100  0.10
50 H 0.0813 6.1334 4.8456  0.09
51 H 1.2246 6.5321 2.6772  0.10
52 H 2.0971 4.6241 1.3663  0.08
53 O -1.5003 3.3734 1.6484  -0.03
54 C -1.1379 2.1899 1.7011  -0.65
55 O -0.1427 1.6885 0.9515  -0.45
56 C -1.7346 1.1994 2.5823  -0.28
57 C -2.2986 1.5279 3.7999  -0.08
58 C -2.6717 0.5305 4.6866  -0.11
59 C -2.5596 -0.8348 4.2725  -0.21
60 C -2.8965 -1.8893 5.1144  -0.11
61 C -2.8801 -3.2119 4.6771  -0.17
62 C -2.5737 -3.4769 3.3574  -0.15
63 C -2.1876 -2.4402 2.5014  -0.06
64 C -2.1071 -1.1074 2.9433  -0.23
65 N -1.5936 -0.1237 2.1353  -0.06
66 H -2.3678 2.5820 4.0624  0.11
67 H -3.0753 0.7680 5.6726  0.06
68 H -3.1855 -1.6582 6.1436  0.09
69 H -3.1367 -4.0233 5.3639  0.07
70 H -2.6176 -4.5029 2.9730  0.08
71 H -1.9503 -2.6324 1.4493  0.06
72 C 1.3598 -1.6874 5.4530  -0.02
73 C 1.1810 -2.0715 4.0473  -0.31
74 C 1.3496 -3.2401 3.3266  0.02
75 C 0.9532 -2.9896 1.9885  -0.33
76 N 0.5820 -1.7173 1.9061  -0.02
77 N 0.7563 -1.1934 3.1420  0.05
78 C 0.9403 -3.9230 0.8673  -0.03
79 H 1.8292 -2.5159 6.0126  0.08
80 H 0.3792 -1.4539 5.9108  0.09
81 H 1.9916 -0.7834 5.5482  0.08
82 H 1.7031 -4.1924 3.7263  0.10
83 H 0.4971 -0.2243 3.2679  0.12
84 H 0.5360 -4.9023 1.1866  0.09
85 H 1.9759 -4.0644 0.4749  0.08
86 H 0.3240 -3.5054 0.0459  0.06
87 C -3.3856 3.7192 -1.1752  -0.32
88 P -2.4017 2.1671 -1.1000  0.86
89 C -2.6296 1.7389 -2.8800  -0.30
90 C -3.7420 1.1591 -0.3557  -0.28
91 H -4.4063 3.5236 -1.5398  0.03
92 H -2.8937 4.4415 -1.8454  0.02
93 H -3.4264 4.1553 -0.1669  0.03
94 H -3.6936 1.7689 -3.1667  0.03
95 H -2.2408 0.7470 -3.0991  -0.01
96 H -2.0542 2.4652 -3.4825  0.03
97 H -3.3722 0.1442 -0.1924  -0.01
98 H -4.6407 1.1519 -0.9957  0.03
99 H -3.9705 1.6033 0.6323  0.05
100 N 4.3270 -3.3884 -2.1342  0.10
101 C 3.4487 -2.4708 -1.5711  -0.35
102 C 3.6266 -1.9530 -0.3082  -0.04
103 C 2.7226 -1.0641 0.2443  -0.20
104 N 1.6350 -0.6149 -0.3653  -0.08
105 C 1.4636 -1.0615 -1.6363  -0.13
106 C 2.3290 -1.9809 -2.2494  0.01
107 H 4.7750 -3.9939 -1.4439  0.09
108 H 3.9109 -3.9221 -2.8950  0.09
109 H 4.4979 -2.2584 0.2851  0.12
110 H 2.8875 -0.6758 1.2702  0.07
111 H 0.5770 -0.6918 -2.1366  0.06
112 H 2.1081 -2.3357 -3.2572  0.11
113 C -1.2503 -1.3056 -0.5623  -0.40
114 Ge -2.2268 -2.3301 -1.7728  0.85
115 C -1.2195 -2.8109 -3.5128  -0.26
116 C -0.8208 -1.8001 -4.3641  -0.17
117 C -0.2123 -2.0505 -5.5859  -0.11
118 C 0.0356 -3.3596 -5.9781  -0.13
119 C -0.3392 -4.3921 -5.1308  -0.11
120 C -0.9573 -4.1067 -3.9135  -0.11
121 C -2.9073 -4.1837 -1.3080  -0.26
122 C -2.2044 -5.0720 -0.4984  -0.11
123 C -2.6246 -6.3832 -0.3109  -0.11
124 C -3.7933 -6.8322 -0.9101  -0.13
125 C -4.5237 -5.9593 -1.7032  -0.11
126 C -4.0697 -4.6589 -1.9005  -0.12
127 C -3.9750 -1.6969 -2.6643  -0.28
128 C -5.1463 -1.5711 -1.9172  -0.14
129 C -6.3236 -1.0923 -2.4732  -0.11
130 C -6.3581 -0.7020 -3.8050  -0.13
131 C -5.2068 -0.8205 -4.5675  -0.11
132 C -4.0381 -1.3138 -3.9926  -0.13
133 H -1.0182 -0.7512 -4.0801  0.09
134 H 0.0781 -1.2215 -6.2348  0.09
135 H 0.5237 -3.5694 -6.9327  0.09
136 H -0.1554 -5.4294 -5.4234  0.09
137 H -1.2718 -4.9315 -3.2639  0.09
138 H -1.2978 -4.7323 -0.0126  0.06
139 H -2.0392 -7.0637 0.3128  0.09
140 H -4.1302 -7.8581 -0.7608  0.09
141 H -5.4469 -6.2950 -2.1758  0.09
142 H -4.6478 -3.9932 -2.5375  0.09
143 H -5.1312 -1.8767 -0.8662  0.11
144 H -7.2231 -1.0111 -1.8630  0.10
145 H -7.2750 -0.3090 -4.2423  0.09
146 H -5.2160 -0.5173 -5.6150  0.09
147 H -3.1508 -1.4205 -4.6111  0.08

Atoms 1-2, force components in eV/Å:
-2.792 -2.835 -1.732
1.228 -0.195 -0.107


# 2
# C10H7Cl5N2O2V

C10H7Cl5N2O2V as an isolated structure (wB97M-V/def2-TZVPD, the Open Molecules 2025 dataset).

Values from the calculation:
E ... -3890.0996 Eh
Max |F| ... 0.2 eV/Å
Expectation value of S² ... 3.77
Spin multiplicity ... 4
Kohn-Sham gap (alpha / beta) ... 7.72 / 7.83 eV
Highest occupied orbital energy (alpha / beta) ... -8.046 / -8.212 eV
Total charge ... 0

Each line ends with the Löwdin spin population.
Atoms and positions in Å:
1 V -0.6757 0.5007 1.5438  2.83
2 Cl 1.9068 -0.2558 -1.1623  0.01
3 C 1.8006 1.3320 -0.4668  0.01
4 C 0.8574 1.5540 0.5249  0.00
5 C 0.8142 2.8371 1.0182  0.02
6 Cl -0.4381 3.0760 2.2646  0.02
7 C 1.6202 3.8921 0.6251  0.00
8 Cl 1.4666 5.4534 1.3236  0.00
9 C 2.5614 3.6234 -0.3667  0.02
10 Cl 3.6025 4.8777 -0.9128  0.01
11 C 2.6516 2.3401 -0.9185  0.00
12 Cl 3.8122 2.0252 -2.1489  0.00
13 C -1.9528 -2.2004 -1.5903  0.01
14 C -1.5157 -1.5373 -0.3278  0.04
15 N -1.6041 -0.2554 -0.1683  0.00
16 O -2.1354 0.4210 -1.2705  0.01
17 C -0.9419 -2.2872 0.7818  0.02
18 C -0.8931 -3.7737 0.8964  0.00
19 N -0.4585 -1.4968 1.7086  0.00
20 O 0.0602 -1.8865 2.7984  0.02
21 H -1.5603 -1.6465 -2.4423  0.00
22 H -3.0412 -2.1799 -1.6708  0.00
23 H -1.6123 -3.2306 -1.6298  0.00
24 H -1.7062 1.2850 -1.2364  0.00
25 H -1.7687 -4.2446 0.4507  0.00
26 H -0.8501 -4.0335 1.9533  0.00
27 H 0.0002 -4.1892 0.4227  0.00

Atoms 1-2, force components in eV/Å:
0.095 0.129 0.057
-0.003 -0.002 0.003


# 3
# C6H9O2P

C6H9O2P as an isolated structure in a non-equilibrium geometry (wB97M-V/def2-TZVPD, the Open Molecules 2025 dataset).

Values from the calculation:
E ... -725.7379 Eh
Energy above the lowest of the compared OMol25 structures with the same formula, charge and spin ... 30.6 kcal/mol
Max |F| ... 4.1 eV/Å
Kohn-Sham gap ... 8.05 eV
Highest occupied orbital energy ... -7.982 eV
Total charge ... 0

Each line ends with the Löwdin charge.
Atoms and positions in Å:
1 C -2.0940 1.4312 0.0249  -0.23
2 C -0.8523 1.6874 -0.6311  -0.13
3 C -2.1355 0.3938 0.9112  -0.35
4 C 0.1771 0.9056 -0.0671  -0.42
5 C 1.6509 0.7973 -0.5090  -0.21
6 C -0.1890 -2.2129 0.1231  -0.21
7 O 2.2977 -0.2328 0.3348  -0.16
8 O 0.7500 -2.0658 -0.8571  -0.12
9 P -0.4578 -0.1106 1.2628  1.01
10 H -2.8948 2.1783 -0.1422  0.10
11 H -0.7393 2.5026 -1.2767  0.08
12 H -2.8802 0.0204 1.5389  0.02
13 H 2.2176 1.7588 -0.4328  0.12
14 H 1.7203 0.3070 -1.5427  0.13
15 H -1.2128 -2.4066 -0.3049  0.08
16 H 0.2051 -2.8628 1.0365  0.10
17 H 2.7991 0.1435 1.0301  0.06
18 H 1.6379 -2.2341 -0.4988  0.09

Atoms 1-2, force components in eV/Å:
-1.528 0.562 0.254
2.139 -2.223 2.690


# 4
# C6H12O2

A 2-piece molecular cluster, C6H12O2 overall in a non-equilibrium geometry (wB97M-V/def2-TZVPD, the Open Molecules 2025 dataset).

Values from the calculation:
E ... -386.1832 Eh
Energy above the lowest of the compared OMol25 structures with the same formula, charge and spin ... 85.9 kcal/mol
SMILES string ... CC(C)=C/C=C/O.O
Max |F| ... 5.6 eV/Å
Kohn-Sham gap ... 9.18 eV
Highest occupied orbital energy ... -8.317 eV
Total charge ... 0

Each line ends with the Löwdin charge.
Atoms and positions in Å:
1 C 2.1714 -0.0497 -1.7092  -0.05
2 C 0.9684 0.2950 -0.8316  -0.32
3 C 0.9308 1.6670 -0.3298  -0.07
4 C 0.0692 -0.6076 -0.3769  -0.14
5 C -0.9654 -0.1926 0.4717  -0.18
6 C -2.1997 0.1490 -0.0134  -0.13
7 O -3.1592 0.6394 0.8387  0.01
8 H 1.9980 -1.1248 -1.9934  0.09
9 H 2.4495 0.5550 -2.5811  0.08
10 H 2.9520 0.0716 -1.0179  0.06
11 H 0.2014 1.9570 0.4098  0.08
12 H 0.8932 2.5280 -1.1093  0.13
13 H 1.8115 1.9441 0.0612  0.03
14 H 0.1431 -1.6287 -0.7631  0.11
15 H -0.8715 0.0183 1.6358  0.16
16 H -2.5342 0.4228 -0.9971  0.12
17 H -3.2705 0.3094 1.6529  0.03
18 O -0.5007 -2.0311 2.4040  -0.08
19 H -0.2039 -2.0693 1.4832  0.01
20 H -0.8834 -2.8527 2.7655  0.06

Atoms 1-2, force components in eV/Å:
-1.995 -1.465 -0.114
-0.404 -0.597 -0.616


# 5
# C8H10ClN2O2S

An isolated ion of composition C8H10ClN2O2S and charge -1 in a non-equilibrium geometry (wB97M-V/def2-TZVPD, the Open Molecules 2025 dataset).

Values from the calculation:
E ... -1429.1872 Eh
Energy above the lowest of the compared OMol25 structures with the same formula, charge and spin ... 15.8 kcal/mol
SMILES string ... CC/N=C/C(=C\N=C(/Cl)SC)C(=O)[O-]
Max |F| ... 4.4 eV/Å
Kohn-Sham gap ... 7.04 eV
Highest occupied orbital energy ... -4.348 eV
Total charge ... -1

Each line ends with the Löwdin charge.
Atoms and positions in Å:
1 C -1.9159 0.4940 1.0626  -0.13
2 C -1.0180 1.1127 0.0289  -0.30
3 N 0.3824 0.7577 0.1669  -0.02
4 C 1.2389 1.4711 0.7514  -0.15
5 C 2.6061 1.0756 0.9373  -0.12
6 C 3.2968 0.2474 0.1426  -0.12
7 N 2.7243 -0.4742 -0.8840  -0.05
8 C 2.1536 -0.0873 -1.8895  -1.16
9 Cl 2.1785 1.5357 -2.4508  0.64
10 S 1.0249 -1.1332 -2.7430  0.78
11 C 0.6443 -2.0084 -1.1888  -0.44
12 C 3.2977 1.7395 2.2683  -0.73
13 O 3.1967 2.9669 2.3121  -0.05
14 O 3.6741 0.8474 2.9950  -0.02
15 H -1.9744 -0.6048 0.9918  0.06
16 H -1.6322 0.8392 2.1189  0.09
17 H -3.0514 0.6679 1.0145  0.08
18 H -1.2144 0.8431 -1.0372  0.11
19 H -1.0228 2.2091 0.2297  0.10
20 H 0.9309 2.5156 1.0223  0.14
21 H 4.3907 0.0095 0.2665  0.14
22 H 1.1416 -3.1055 -1.2188  0.06
23 H -0.4930 -2.2939 -1.3614  0.05
24 H 0.9127 -1.4621 -0.2331  0.04

Atoms 1-2, force components in eV/Å:
-1.933 -0.814 1.660
1.234 1.670 -0.442


# 6
# C9H10O3PS

An isolated ion of composition C9H10O3PS and charge -1 in a non-equilibrium geometry (wB97M-V/def2-TZVPD, the Open Molecules 2025 dataset).

Values from the calculation:
E ... -1314.2093 Eh
Energy above the lowest of the compared OMol25 structures with the same formula, charge and spin ... 0.0 kcal/mol
SMILES string ... C=CP(Cc1ccccc1)S(=O)(=O)[O-]
Max |F| ... 4.6 eV/Å
Kohn-Sham gap ... 8.19 eV
Highest occupied orbital energy ... -5.002 eV
Total charge ... -1

Each line ends with the Löwdin charge.
Atoms and positions in Å:
1 C -0.7184 -0.7658 -2.5952  -0.09
2 C -0.2605 0.1827 -1.8392  -0.47
3 P 1.4533 0.5038 -1.2921  0.92
4 C 1.1243 0.9773 0.5242  -0.37
5 C 0.4520 -0.1556 1.1164  -0.33
6 C 0.8720 -1.4602 1.3878  -0.08
7 C -0.0113 -2.4717 1.7869  -0.10
8 C -1.2475 -2.0808 2.3671  -0.10
9 C -1.7435 -0.8111 2.0314  -0.13
10 C -0.9757 0.0039 1.3162  -0.08
11 S 1.1639 2.6992 -1.9551  0.23
12 O -0.0971 3.0908 -1.3110  -0.44
13 O 2.3388 3.4274 -1.4942  -0.42
14 O 1.0775 2.6488 -3.3840  -0.41
15 H -1.7762 -0.9003 -2.7716  0.05
16 H 0.0464 -1.4868 -2.8668  0.04
17 H -0.9461 1.1383 -1.8670  0.10
18 H 2.2158 1.2205 0.8666  0.12
19 H 0.4691 1.7839 0.6485  0.04
20 H 1.8905 -1.7517 1.0342  0.11
21 H 0.4954 -3.4427 1.8533  0.09
22 H -1.7552 -2.8786 2.8932  0.08
23 H -2.7266 -0.5023 2.4609  0.11
24 H -1.3411 1.0312 1.0894  0.13

Atoms 1-2, force components in eV/Å:
0.725 -2.104 -0.074
-1.277 4.291 0.149


Look up the total charge of the fifth one. -1